{"formula": "C43H103N5O9", "method": "ωB97M-V with the def2-TZVPD basis set", "elements": ["C", "C", "C", "C", "C", "C", "C", "C", "C", "N", "O", "H", "H", "H", "H", "H", "H", "H", "H", "H", "H", "H", "H", "H", "H", "H", "H", "H", "H", "H", "C", "C", "C", "C", "C", "C", "C", "C", "C", "N", "O", "H", "H", "H", "H", "H", "H", "H", "H", "H", "H", "H", "H", "H", "H", "H", "H", "H", "H", "H", "C", "C", "C", "C", "C", "C", "C", "C", "C", "N", "O", "H", "H", "H", "H", "H", "H", "H", "H", "H", "H", "H", "H", "H", "H", "H", "H", "H", "H", "H", "C", "O", "C", "C", "C", "N", "H", "H", "H", "H", "H", "H", "H", "H", "H", "H", "H", "C", "O", "C", "C", "C", "N", "H", "H", "H", "H", "H", "H", "H", "H", "H", "H", "H", "C", "C", "O", "H", "H", "H", "H", "H", "H", "C", "C", "O", "H", "H", "H", "H", "H", "H", "C", "C", "O", "H", "H", "H", "H", "H", "H", "C", "C", "O", "H", "H", "H", "H", "H", "H"], "positions_angstrom": [[-1.8851, -4.5777, -5.4353], [-0.4020, -4.3486, -5.0631], [-0.3925, -3.4224, -3.8543], [0.2845, -5.6619, -4.6168], [0.8078, -6.5170, -5.7742], [1.7170, -5.6678, -6.6627], [0.9880, -4.4500, -7.2010], [1.9911, -3.5555, -7.9377], [-0.0506, -4.8889, -8.2558], [0.4146, -3.7230, -6.1005], [-0.0469, -2.4441, -6.4753], [-2.4033, -4.9632, -4.5585], [-2.3300, -3.6183, -5.7136], [-2.0154, -5.2236, -6.2999], [-1.0164, -3.8376, -3.0546], [0.6017, -3.2713, -3.4269], [-0.8254, -2.4365, -4.0442], [1.1176, -5.2984, -4.0115], [-0.4296, -6.2506, -4.0423], [1.3855, -7.3259, -5.3243], [-0.0375, -6.8847, -6.3581], [2.1135, -6.2563, -7.4930], [2.5893, -5.3962, -6.0562], [2.7305, -4.1776, -8.4421], [2.5074, -2.9115, -7.2252], [1.4863, -2.9438, -8.6822], [-0.8562, -5.5366, -7.9139], [0.4550, -5.5003, -9.0139], [-0.4793, -4.0121, -8.7396], [0.5262, -1.8404, -5.9925], [4.0562, 0.6271, 3.9764], [3.5019, 1.7517, 3.0834], [2.7158, 1.1523, 1.9280], [2.5436, 2.6192, 3.9009], [3.2373, 3.5022, 4.9221], [4.2697, 4.3468, 4.1800], [5.2892, 3.5051, 3.4357], [6.1067, 4.4564, 2.5750], [6.2305, 2.7846, 4.4284], [4.5257, 2.6493, 2.5279], [5.4398, 1.8834, 1.7339], [3.4710, -0.2879, 3.8533], [5.0642, 0.3320, 3.6718], [4.1512, 0.8579, 5.0366], [2.5373, 1.9383, 1.1844], [3.2356, 0.3509, 1.3940], [1.7299, 0.7509, 2.1746], [1.9479, 3.2596, 3.2395], [1.8008, 1.9930, 4.4045], [2.5052, 4.1236, 5.4455], [3.6712, 2.9070, 5.7329], [4.7303, 5.0923, 4.8376], [3.6507, 4.9853, 3.5360], [6.8674, 3.9329, 1.9876], [6.6107, 5.2718, 3.0912], [5.4519, 4.8768, 1.8035], [5.7480, 2.5631, 5.3740], [7.0851, 3.4399, 4.6068], [6.6422, 1.8992, 3.9473], [5.0330, 1.9427, 0.8641], [-3.8689, -1.0722, 2.6712], [-2.9882, -0.7567, 3.8897], [-3.1830, 0.7075, 4.2972], [-3.4591, -1.6629, 5.0292], [-2.4140, -1.8739, 6.1134], [-1.2031, -2.5103, 5.4493], [-0.5690, -1.6162, 4.3945], [0.2519, -0.5116, 5.1076], [0.3416, -2.4679, 3.5192], [-1.6147, -1.0762, 3.5572], [-1.0704, -0.2416, 2.5561], [-3.6284, -0.4169, 1.8302], [-3.6127, -2.0874, 2.3502], [-4.9316, -1.0516, 2.9079], [-2.8566, 0.9075, 5.3224], [-2.6852, 1.4005, 3.6195], [-4.2501, 0.9543, 4.3057], [-4.3684, -1.2348, 5.4602], [-3.7294, -2.6517, 4.6446], [-2.1551, -0.9231, 6.5913], [-2.7707, -2.5243, 6.9137], [-1.4846, -3.5013, 5.0690], [-0.4393, -2.7824, 6.1864], [1.1566, -0.2723, 4.5512], [0.5074, -0.7385, 6.1443], [-0.3538, 0.3963, 5.1902], [0.8828, -1.9203, 2.7482], [-0.2566, -3.2508, 3.0501], [1.1223, -2.9723, 4.1013], [-1.0702, -0.8291, 1.7900], [-3.4938, 2.6483, 0.0276], [-3.2593, 1.2979, -0.2696], [-2.6893, 1.0720, -1.5324], [-1.4567, 0.1885, -1.4030], [-1.7727, -1.2892, -1.2241], [-0.6613, 0.7058, -0.2699], [-4.2254, 2.7661, 0.8237], [-3.9268, 3.1900, -0.8296], [-2.5509, 3.1722, 0.2260], [-3.4270, 0.5864, -2.1865], [-2.3745, 1.9849, -2.0486], [-0.8319, 0.3889, -2.2802], [-0.9187, -1.9660, -1.3094], [-2.4533, -1.6197, -2.0211], [-2.2397, -1.4790, -0.2536], [0.2466, 0.2599, -0.2021], [-1.1714, 0.4591, 0.5678], [-1.2019, 10.2085, 1.8616], [-1.2984, 9.1118, 2.7172], [-2.4272, 8.3018, 2.4858], [-2.2286, 6.9245, 3.1181], [-0.7781, 6.4701, 3.1074], [-3.0612, 5.9381, 2.4359], [-1.7126, 11.0888, 2.2751], [-1.5214, 9.9569, 0.8448], [-0.1578, 10.5285, 1.7670], [-3.2972, 8.7890, 2.9574], [-2.6478, 8.2210, 1.4141], [-2.5613, 6.9989, 4.1623], [-0.2824, 6.6673, 2.1602], [-0.7092, 5.4311, 3.4347], [-0.2196, 7.0105, 3.8758], [-2.6951, 5.0010, 2.4099], [-4.0228, 5.9577, 2.7366], [2.5998, -3.7740, 0.7826], [1.4487, -4.6950, 0.4901], [0.2434, -3.9387, 0.4577], [2.4138, -3.1807, 1.6750], [2.7608, -3.1237, -0.0780], [3.5028, -4.3538, 0.9816], [1.4028, -5.4774, 1.2590], [1.5842, -5.1902, -0.4784], [-0.4876, -4.5688, 0.4511], [1.8145, 0.6295, -4.0855], [2.4879, -0.1413, -2.9611], [1.9885, 0.2099, -1.6846], [0.7261, 0.5507, -4.0019], [2.0571, 0.1506, -5.0382], [2.0879, 1.6824, -4.1063], [3.5656, 0.0386, -2.9688], [2.3794, -1.2172, -3.1561], [1.0898, 0.5370, -1.7890], [-2.9906, 3.3166, -6.2226], [-1.7896, 3.3587, -5.3021], [-0.7992, 2.3699, -5.6405], [-2.8677, 4.0063, -7.0592], [-3.8689, 3.6399, -5.6621], [-3.1465, 2.3274, -6.6474], [-2.0497, 3.2485, -4.2466], [-1.3001, 4.3381, -5.3426], [-0.0273, 2.8402, -5.9650], [-4.0460, -4.8869, -0.8393], [-3.0067, -4.5860, 0.2220], [-2.1061, -5.6803, 0.4222], [-4.5197, -5.8503, -0.6450], [-3.5757, -4.9290, -1.8206], [-4.7971, -4.0967, -0.8065], [-3.4923, -4.2793, 1.1530], [-2.3531, -3.7754, -0.0993], [-2.5965, -6.4572, 0.7053]], "atomic_forces_ev_per_a": [[0.35, 0.51, -0.32], [-0.51, -0.06, 0.00], [-0.39, 0.37, 0.71], [-0.01, 0.59, -0.83], [0.13, 0.66, 0.27], [0.06, -0.62, 0.64], [-0.36, -0.16, -1.07], [0.03, 0.00, 0.18], [0.17, -0.47, -0.45], [0.95, 0.15, 1.20], [-0.50, -0.18, -0.24], [-0.15, -0.14, -0.12], [-0.02, -0.02, 0.11], [-0.02, -0.28, 0.19], [0.12, -0.15, -0.05], [0.09, -0.09, -0.19], [0.04, -0.08, -0.29], [0.10, -0.57, 0.23], [0.11, 0.15, 0.36], [-0.20, -0.30, -0.31], [0.09, -0.35, 0.08], [-0.14, 0.03, -0.10], [-0.08, 0.36, -0.10], [0.00, 0.01, -0.07], [0.08, 0.00, -0.04], [0.08, 0.15, 0.05], [0.01, 0.19, 0.33], [0.05, 0.31, -0.11], [-0.10, -0.03, 0.02], [0.01, 0.05, -0.03], [0.65, -0.66, -0.24], [-0.25, -0.27, 0.84], [-0.05, 0.06, -1.14], [-0.65, 0.22, 0.30], [0.15, -0.09, 0.32], [-1.15, 0.67, 0.88], [0.30, 0.58, 0.25], [0.21, -0.10, -1.43], [0.23, 0.34, -0.63], [-0.23, 0.00, -0.37], [-0.10, -0.07, 0.27], [-0.22, 0.16, 0.20], [-0.09, 0.13, -0.23], [-0.31, 0.18, 0.00], [-0.05, -0.02, 0.07], [0.19, 0.04, 0.22], [0.09, 0.08, 0.51], [0.22, -0.01, -0.18], [0.16, -0.24, -0.10], [-0.01, 0.16, -0.24], [0.18, -0.08, -0.19], [0.40, -0.41, 0.12], [0.42, -0.24, -0.58], [0.05, -0.14, 0.31], [-0.21, -0.10, 0.40], [-0.07, 0.18, 0.23], [0.05, -0.26, 0.04], [-0.07, 0.03, 0.24], [-0.09, -0.16, 0.19], [0.15, 0.00, -0.11], [0.65, -0.28, -0.31], [-0.33, 0.34, 0.20], [-0.36, 0.33, 0.35], [-0.15, -0.27, 0.53], [0.26, 0.09, -0.13], [0.13, -0.67, 0.73], [0.45, 0.18, 0.63], [-0.38, 0.56, 0.06], [0.30, -0.56, 0.06], [-0.10, -0.91, -0.62], [-0.28, -0.01, 0.11], [-0.27, 0.17, 0.08], [-0.12, -0.01, 0.03], [-0.02, 0.24, 0.01], [0.29, -0.09, -0.11], [0.08, -0.10, -0.04], [0.03, -0.06, -0.17], [-0.03, 0.04, -0.14], [0.01, 0.06, -0.15], [0.10, -0.01, -0.07], [-0.20, -0.01, -0.08], [-0.22, 0.28, -0.46], [0.05, 0.34, -0.01], [0.01, 0.07, 0.06], [0.21, -0.38, -0.13], [0.10, 0.04, -0.22], [-0.27, 0.23, -0.02], [0.07, 0.06, -0.18], [-0.15, 0.12, 0.22], [0.20, 0.00, -0.02], [0.09, 0.90, -0.80], [-0.47, -0.16, 0.24], [0.16, -0.29, -0.59], [1.02, 0.02, 0.83], [-0.34, -0.42, -0.81], [-0.27, 0.08, -0.18], [0.26, -0.33, 0.30], [-0.05, -0.26, -0.02], [-0.07, -0.09, 0.39], [0.01, 0.01, 0.07], [-0.12, 0.24, 0.38], [-0.32, -0.40, -0.31], [0.28, 0.36, 0.19], [-0.15, 0.00, 0.22], [-0.13, 0.16, -0.04], [-0.08, -0.20, 0.03], [0.03, 0.55, 0.12], [0.52, 0.71, -0.12], [0.45, -0.37, 0.03], [-0.43, 0.37, 0.23], [-0.08, -0.50, 0.29], [0.19, 0.36, 0.76], [-0.25, 0.46, -0.63], [-0.40, -0.17, -0.31], [-0.31, 0.16, 0.09], [0.02, -0.34, 0.22], [-0.08, -0.11, -0.19], [0.22, -0.21, 0.02], [0.24, 0.04, 0.05], [-0.04, -0.32, -0.13], [-0.04, -0.15, -0.43], [-0.03, 0.20, -0.21], [0.04, -0.01, 0.28], [0.00, -0.19, 0.03], [0.22, -0.02, -0.13], [-0.23, -0.21, 0.08], [0.03, 0.01, 0.02], [-0.13, 0.11, -0.04], [0.14, 0.17, 0.16], [0.06, 0.01, -0.20], [-0.15, 0.05, -0.03], [0.13, -0.06, 0.04], [-0.02, -0.12, 0.03], [-0.16, -0.48, -0.04], [0.10, -0.09, -0.46], [0.17, 0.00, 0.09], [0.01, 0.11, 0.06], [0.17, 0.24, -0.06], [0.03, 0.02, 0.00], [-0.03, 0.14, 0.15], [-0.21, 0.02, 0.20], [0.09, 0.10, -0.10], [-0.07, 0.36, 0.01], [0.85, 0.24, 0.09], [-0.23, 0.16, 0.07], [0.03, -0.05, -0.03], [-0.14, -0.12, -0.15], [-0.05, -0.13, 0.25], [-0.19, -0.39, -0.09], [-0.21, 0.06, -0.08], [0.00, -0.16, -0.02], [0.24, 0.15, 0.18], [0.14, -0.13, -0.18], [-0.01, 0.10, 0.07], [-0.15, 0.04, 0.03], [-0.11, 0.02, -0.08], [-0.10, -0.09, -0.24], [0.11, -0.14, 0.11], [-0.17, 0.14, 0.04], [-0.01, 0.01, 0.03]], "lowdin_charge": [-0.02, -0.51, -0.05, -0.12, -0.17, -0.15, -0.54, -0.03, -0.03, -0.11, 0.00, 0.07, 0.09, 0.06, 0.08, 0.08, 0.08, 0.11, 0.12, 0.11, 0.11, 0.12, 0.13, 0.08, 0.09, 0.08, 0.06, 0.09, 0.08, 0.09, -0.02, -0.51, -0.04, -0.14, -0.19, -0.15, -0.53, -0.05, -0.01, -0.09, -0.02, 0.07, 0.08, 0.07, 0.09, 0.08, 0.07, 0.12, 0.11, 0.11, 0.10, 0.13, 0.12, 0.08, 0.08, 0.09, 0.07, 0.08, 0.08, 0.10, -0.02, -0.52, -0.03, -0.14, -0.17, -0.15, -0.51, -0.01, -0.04, -0.10, -0.02, 0.07, 0.07, 0.09, 0.08, 0.08, 0.08, 0.12, 0.12, 0.11, 0.11, 0.12, 0.12, 0.05, 0.08, 0.08, 0.07, 0.08, 0.10, 0.08, -0.11, -0.19, -0.20, -0.40, -0.05, 0.07, 0.08, 0.09, 0.09, 0.13, 0.11, 0.11, 0.06, 0.08, 0.07, 0.06, 0.03, -0.12, -0.20, -0.21, -0.43, -0.06, 0.03, 0.09, 0.09, 0.09, 0.13, 0.12, 0.13, 0.08, 0.07, 0.08, 0.05, 0.07, -0.08, -0.32, -0.10, 0.05, 0.07, 0.08, 0.11, 0.11, 0.03, -0.08, -0.31, -0.08, 0.06, 0.07, 0.08, 0.11, 0.10, 0.03, -0.09, -0.31, -0.09, 0.07, 0.07, 0.08, 0.09, 0.11, 0.07, -0.07, -0.30, -0.09, 0.08, 0.07, 0.08, 0.11, 0.08, 0.09], "total_energy_ha": -2650.87154, "homo_lumo_gap_ev": 8.478, "spin_multiplicity": 1, "max_force_ev_per_a": 1.6, "molar_mass_da": 834.3}